[1]
The following is a DFT calculation (ωB97M-V/def2-TZVPD) of a 3-piece molecular cluster, C19H28BrN6 overall in a non-equilibrium geometry.

The molecular weight is 420.379 g/mol. For the HOMO energy, the calculation gives -0.4139 Ha. As for the net charge: +1. Its HOMO-LUMO gap is 8.86 eV.

Each line ends with the Löwdin charge.
Element x y z (Å)
C: 4.5882 0.8348 -0.1051  -0.1348
C: 4.5991 1.9647 -1.1450  -0.7095
Br: 4.2607 3.6840 -0.3185  0.7212
C: 3.6681 1.7295 -2.3615  -0.2030
N: 2.4500 2.5193 -2.4043  0.0444
C: 1.3756 2.1719 -1.7062  -0.3531
N: 1.2962 1.0873 -0.9369  0.2345
C: 0.0910 1.1339 -0.3862  -0.3544
N: -0.3735 0.2242 0.5254  0.2052
N: -0.6072 2.1972 -0.7996  0.0066
C: -1.9522 2.6495 -0.4533  -0.0991
C: -2.4646 3.7033 -1.4194  -0.2519
N: -1.7461 4.9605 -1.2280  0.0029
N: 0.2398 2.8903 -1.6372  0.1862
H: 4.2606 1.2004 0.8642  0.0537
H: 3.8860 0.0559 -0.3941  0.0614
H: 5.5829 0.4122 -0.0011  0.0792
H: 5.6049 2.0524 -1.5437  0.0765
H: 4.2085 1.9462 -3.2788  0.1263
H: 3.3866 0.6793 -2.3849  0.1162
H: 2.4407 3.3732 -2.9320  0.1491
H: -1.3793 0.3094 0.6309  0.1030
H: -0.2038 -0.7045 0.1433  0.0966
H: -2.6260 1.7935 -0.4828  0.1309
H: -1.9247 3.0366 0.5666  0.1386
H: -2.2685 3.3742 -2.4414  0.1202
H: -3.5484 3.7672 -1.3091  0.1215
H: -2.0340 5.6421 -1.9185  0.0860
H: -1.9346 5.3603 -0.3174  0.0860
H: 0.0266 3.7839 -2.0497  0.1528
C: -3.0771 -2.1572 -2.4379  -0.0993
C: -1.7825 -2.1766 -1.9365  -0.1232
C: -1.4009 -3.1434 -1.0149  -0.1134
C: -2.3173 -4.0986 -0.5974  -0.0852
C: -3.6100 -4.0837 -1.1017  -0.0801
C: -3.9908 -3.1140 -2.0197  -0.0854
H: -3.3724 -1.4036 -3.1568  0.0994
H: -1.0637 -1.4361 -2.2729  0.0900
H: -0.3890 -3.1617 -0.6261  0.1004
H: -2.0213 -4.8568 0.1153  0.1070
H: -4.3222 -4.8320 -0.7812  0.1074
H: -4.9994 -3.1063 -2.4107  0.1059
C: 1.0886 -2.8372 5.2089  -0.0869
C: -0.1088 -3.5104 5.0107  -0.0872
C: -0.9116 -3.1941 3.9244  -0.0934
C: -0.5131 -2.2057 3.0354  -0.1124
C: 0.6851 -1.5317 3.2312  -0.1081
C: 1.4854 -1.8484 4.3202  -0.0917
H: 1.7130 -3.0841 6.0572  0.1048
H: -0.4165 -4.2822 5.7035  0.1047
H: -1.8471 -3.7165 3.7719  0.1017
H: -1.1450 -1.9657 2.1877  0.0764
H: 0.9955 -0.7631 2.5367  0.0736
H: 2.4188 -1.3236 4.4769  0.1017

Force components x, y, z for each atom (eV/Å):
-0.286 0.219 0.008
0.140 -0.461 -0.138
0.016 0.266 0.061
0.065 0.126 0.026
-0.215 -0.265 -0.261
-0.058 0.234 0.248
0.221 -0.377 0.060
-0.030 0.126 0.040
-0.556 0.004 -1.076
-0.060 0.194 0.038
-0.026 0.099 0.058
0.162 0.086 -0.083
0.076 -0.095 -0.173
0.567 -0.290 -0.405
0.068 -0.021 0.077
0.061 -0.107 -0.047
0.028 -0.073 0.060
0.024 0.124 0.016
0.002 0.063 -0.028
0.026 -0.053 -0.022
0.040 0.093 0.064
0.026 -0.038 0.349
0.283 -0.157 0.495
0.091 -0.131 -0.011
-0.119 0.069 0.031
-0.158 -0.122 -0.041
-0.055 0.046 0.099
-0.033 0.058 0.011
0.012 0.028 0.045
-0.410 0.290 0.429
-0.017 0.006 0.043
0.085 0.139 0.048
0.006 0.067 0.028
-0.008 -0.003 0.030
-0.003 0.001 0.000
-0.008 0.008 0.016
0.008 -0.014 -0.027
0.017 -0.038 -0.055
0.021 -0.044 -0.027
0.005 -0.007 0.008
-0.008 -0.008 0.003
-0.007 -0.008 -0.009
0.001 0.001 0.001
0.000 -0.006 0.006
-0.013 -0.009 -0.009
0.022 0.028 -0.029
0.003 -0.055 0.015
0.003 -0.006 -0.001
0.005 -0.002 0.008
-0.005 -0.003 0.010
-0.006 -0.006 -0.004
-0.019 -0.014 -0.002
0.006 0.037 0.017
0.009 0.001 0.001



[2]
The following is a DFT calculation (ωB97M-V/def2-TZVPD) of C19H28CaFO2 as an isolated structure in a non-equilibrium geometry.

The molecular weight is 347.507 g/mol. For the HOMO energy, the calculation gives -0.0691 Ha. As for the net charge: -1. Its HOMO-LUMO gap is 3.19 eV.

Each line ends with the Löwdin charge.
Element x y z (Å)
O: -2.0304 -1.5008 0.7626  -0.3770
C: -3.2772 -1.6667 -0.0637  -0.0660
C: -4.0889 -0.7902 0.8955  -0.0592
H: -3.4940 -2.7198 -0.0439  0.1203
H: -3.1648 -1.2431 -1.0695  0.1042
C: -2.7802 -0.6137 1.7151  -0.5161
H: -4.8756 -1.3250 1.4609  0.1180
H: -4.5266 0.1408 0.5263  0.1201
C: -2.7978 -1.2625 3.1142  -0.0300
H: -2.9302 -2.3638 3.0465  0.0962
H: -3.6579 -0.8096 3.6343  0.0981
H: -1.8772 -1.0353 3.6999  0.0936
C: -2.0193 0.7112 1.6857  -0.0011
H: -1.7723 1.0237 0.6625  0.0745
H: -1.0379 0.6699 2.1999  0.1021
H: -2.5855 1.5022 2.2102  0.1014
Ca: -0.3341 -2.3852 1.4644  1.4635
C: 4.0283 0.3030 -1.2308  -0.2309
C: 3.6844 -0.2495 -2.4978  -0.2074
C: 2.5898 0.5083 -3.0203  -0.2167
H: 4.1640 -1.1066 -2.9830  0.0511
C: 2.3281 1.5757 -2.1024  -0.2230
C: 3.1574 1.3887 -0.9542  -0.2034
H: 3.1530 1.9446 -0.0230  0.0443
H: 4.8337 -0.0355 -0.5903  0.0515
H: 2.0472 0.2879 -3.9391  0.0399
H: 1.6778 2.4134 -2.2963  0.0224
C: 3.7284 -1.7344 1.3342  -0.1616
C: 3.2246 -0.6121 2.0312  -0.1801
C: 2.4929 -1.0667 3.1587  -0.2538
H: 3.4157 0.4145 1.7676  0.0572
C: 2.5490 -2.4928 3.1802  -0.2735
C: 3.3228 -2.8930 2.0410  -0.2037
H: 3.5764 -3.9006 1.7251  0.0621
H: 4.2932 -1.7322 0.4049  0.0625
H: 2.0123 -0.4091 3.8821  0.0441
H: 2.0483 -3.1566 3.8865  0.0333
O: -0.5223 1.3364 -1.2059  -0.1847
C: -0.5401 2.8034 -1.2956  -0.2046
C: -0.8804 3.0581 -2.7602  -0.1661
H: 0.4006 3.2206 -0.9488  0.1046
H: -1.2714 3.1760 -0.5423  0.1100
C: -1.9825 2.0117 -2.9328  -0.1885
H: -0.0563 2.7186 -3.3826  0.1072
H: -1.2102 4.0902 -2.9761  0.1171
C: -1.3374 0.7707 -2.2860  -0.1681
H: -2.2729 1.8332 -3.9587  0.0993
H: -2.8635 2.2548 -2.2725  0.1158
H: -0.7308 0.2760 -3.0720  0.1228
H: -2.0405 -0.0023 -1.8567  0.0896
F: 0.2303 -3.3267 -0.1848  -0.7114

Force components x, y, z for each atom (eV/Å):
-3.665 1.050 -1.257
0.811 0.664 0.482
0.055 -0.042 0.875
-0.351 -0.290 -0.385
0.177 -0.468 0.376
1.088 -0.065 0.157
0.440 0.179 -0.295
0.288 -0.198 -0.224
-0.001 0.317 -0.192
-0.171 0.609 0.073
0.361 -0.379 0.120
-0.547 -0.123 -0.390
-0.311 0.585 0.344
-0.297 -0.083 0.089
-0.440 -0.380 -0.113
0.100 -0.258 -0.275
4.537 -0.849 0.579
-0.459 0.053 -0.689
-0.389 0.455 0.348
0.738 0.449 0.662
-0.239 0.275 0.241
0.530 -1.017 0.070
0.327 -0.152 -1.142
0.003 0.222 -0.175
-0.139 0.004 -0.021
0.183 0.203 0.023
-0.112 -0.122 0.126
-0.371 -0.423 0.831
-0.049 -0.537 0.126
-0.362 0.419 -0.524
-0.138 0.095 -0.070
-0.442 -0.489 -0.909
-0.250 0.443 0.006
-0.185 0.035 0.205
-0.231 0.050 0.387
0.164 -0.197 0.074
0.362 0.115 0.119
-0.811 0.227 -0.436
-0.113 -0.961 0.350
-0.949 -0.066 0.666
0.379 -0.444 -0.266
-0.186 -0.013 -0.732
-0.907 -0.408 1.300
0.311 0.452 -0.016
0.276 -0.471 0.005
0.466 0.532 0.128
-0.257 0.011 -0.214
0.500 0.159 -0.955
0.223 0.048 0.828
0.660 1.033 -0.440
-0.607 -0.249 0.130



[3]
The following is a DFT calculation (ωB97M-V/def2-TZVPD) of C19H28ClN3O in the gas phase.

The molecular weight is 349.906 g/mol. For the HOMO energy, the calculation gives -0.3074 Ha. Its HOMO-LUMO gap is 9.03 eV.

Each line ends with the Löwdin charge.
Element x y z (Å)
C: -6.5037 -0.0932 1.0524  -0.0861
H: -6.1455 -1.1056 1.2220  0.0636
H: -7.5901 -0.1029 1.0881  0.0685
H: -6.1391 0.5462 1.8523  0.0641
C: -6.0415 0.4270 -0.3139  -0.2539
N: -4.6123 0.5101 -0.5296  -0.1902
C: -3.9196 1.4491 0.3291  -0.1753
C: -2.5020 1.6543 -0.1944  -0.1598
N: -1.7982 0.3847 -0.1845  -0.1156
C: -2.5018 -0.5563 -1.0374  -0.1617
C: -3.9179 -0.7596 -0.5087  -0.1794
H: -4.4504 -1.4661 -1.1500  0.1252
H: -3.8481 -1.1824 0.5077  0.1243
H: -1.9684 -1.5096 -1.0343  0.1212
H: -2.5574 -0.1859 -2.0775  0.1313
C: -0.4056 0.5080 -0.5641  -0.2130
C: 0.3224 -0.8030 -0.3945  -0.2034
C: 1.1935 -1.2857 -1.3614  -0.0341
C: 1.9009 -2.4571 -1.1528  -0.1027
C: 1.7339 -3.1466 0.0363  -0.6764
C: 0.8681 -2.6789 1.0140  -0.0861
C: 0.1701 -1.5074 0.7955  -0.0106
H: -0.5026 -1.1157 1.5416  0.1274
H: 0.7500 -3.2259 1.9360  0.1066
Cl: 2.6180 -4.6093 0.3037  0.6674
H: 2.5752 -2.8328 -1.9063  0.1039
H: 1.3170 -0.7545 -2.2953  0.1145
C: 0.3720 1.4506 0.3727  -0.4482
O: 0.0273 1.7286 1.4980  0.0837
N: 1.5177 1.8955 -0.1868  0.1045
H: 1.7888 1.5481 -1.0935  0.1379
C: 2.5413 2.5917 0.5647  -0.2876
C: 3.7774 1.6976 0.7689  -0.1345
H: 3.5094 0.6413 0.7592  0.1127
H: 4.2388 1.9260 1.7295  0.1166
C: 4.7204 2.0920 -0.3637  -0.1971
H: 5.7501 1.7949 -0.1733  0.1066
H: 4.4001 1.6343 -1.3016  0.1072
C: 4.5491 3.6074 -0.4286  -0.1948
H: 5.1168 4.0708 0.3790  0.1095
H: 4.8928 4.0293 -1.3716  0.1045
C: 3.0480 3.8271 -0.2081  -0.1295
H: 2.5257 3.8902 -1.1636  0.1096
H: 2.8517 4.7482 0.3367  0.1081
H: 2.0732 2.8562 1.5149  0.1430
H: -0.2969 0.8706 -1.6082  0.1566
H: -1.9780 2.3536 0.4563  0.1151
H: -2.5504 2.0746 -1.2159  0.1312
H: -4.4545 2.4014 0.3154  0.1255
H: -3.8511 1.0921 1.3694  0.1266
H: -6.4461 1.4321 -0.4684  0.1115
H: -6.4460 -0.2206 -1.0982  0.1114

Force components x, y, z for each atom (eV/Å):
0.174 0.112 -0.292
0.002 -0.110 0.093
-0.113 -0.022 0.056
0.002 0.020 0.144
-0.176 -0.050 0.114
0.078 -0.005 0.006
0.176 0.144 -0.193
-0.167 0.276 0.248
0.270 0.049 -0.066
-0.181 -0.312 0.050
0.172 0.005 -0.234
0.009 -0.025 0.031
-0.024 -0.050 -0.049
-0.055 0.040 -0.037
0.009 -0.056 0.041
-0.151 0.035 0.188
0.068 -0.268 -0.183
-0.159 0.028 0.124
0.088 -0.117 0.070
-0.087 0.187 -0.082
0.074 -0.059 -0.037
0.027 0.042 -0.121
-0.091 0.035 0.123
0.006 -0.066 0.079
0.095 -0.172 0.035
0.061 -0.066 -0.047
-0.016 0.064 -0.103
-0.072 0.132 -0.501
-0.204 -0.042 0.426
0.171 0.182 -0.199
-0.165 -0.049 0.001
-0.082 -0.019 0.273
-0.013 -0.024 -0.053
-0.024 -0.024 0.110
0.056 -0.001 0.067
0.084 0.086 0.188
0.042 -0.080 -0.091
0.006 -0.059 -0.103
0.006 -0.015 -0.118
0.074 0.031 0.013
0.070 0.081 0.015
0.100 0.079 0.047
-0.039 0.043 0.002
-0.079 0.060 -0.040
0.087 -0.027 -0.144
0.042 -0.073 0.160
-0.025 -0.018 -0.049
-0.017 -0.022 0.055
0.006 0.003 0.042
-0.020 0.072 0.001
-0.047 -0.067 -0.061
-0.047 0.092 0.002



The following DFT total energy values (in eV) correspond, in order, to the records above: -99134.784 -45405.408 -39198.435.